# C3H6N3O2

A gas-phase ion, C3H6N3O2 (charge +1) at a distorted geometry (ωB97M-V with the def2-TZVPD basis set, the Open Molecules 2025 dataset).

SMILES string ... OO[C@@H]1CN=NC=[NH+]1
HOMO-LUMO gap ... 7.52 eV
Electronic energy ... -11759.84531 eV
Energy above the lowest of the compared OMol25 structures with the same formula, charge and spin ... 616.9 kJ/mol
LUMO level ... -6.56 eV
Molecular weight ... 116.10 g/mol
Total charge ... +1
F_max ... 0.116 hartree/bohr

Element x y z (Å)
O: 1.13343 0.80935 1.79902
O: 1.58366 -0.17773 0.98061
C: 0.60333 -0.56482 -0.17016
C: 0.35676 0.46698 -1.32742
N: -0.50135 1.40914 -0.65793
N: -1.51496 1.04905 -0.16305
C: -1.75725 -0.20186 0.09619
N: -0.70943 -0.96178 0.35784
H: 1.97296 0.91892 2.31192
H: 1.21541 -1.34894 -0.65827
H: 1.31424 0.86580 -1.82833
H: -0.18717 0.07259 -2.09301
H: -2.65625 -0.63280 0.31301
H: -0.85337 -1.70390 1.03957